No. 1
This record from the OMol25 dataset describes a cluster of 8 separate species, C44H73F2N3O8S7 in total in a non-equilibrium geometry. The level of theory is ωB97M-V/def2-TZVPD.

```
137
Properties=species:S:1:pos:R:3:forces:R:3
C 1.06047 9.91759 -2.33721 -1.0 -0.2 0.5
C -0.24278 9.18107 -1.72403 -1.6 -0.8 1.1
C -0.71682 9.65976 -0.32207 -2.2 -2.6 -1.1
C -1.95468 9.02175 0.36233 1.3 -1.5 -3.8
C -2.68701 7.85824 -0.38802 2.8 1.8 -1.1
C -2.19716 7.38067 -1.78670 1.3 2.5 1.7
C -0.96894 8.05009 -2.50346 -1.1 1.3 3.3
C -0.47779 7.59298 -3.98174 -0.7 -1.2 1.7
C 0.25761 6.15705 -3.79823 0.1 -2.6 0.5
N -0.56422 5.11729 -3.27066 4.6 0.5 -1.5
C 0.13007 3.87304 -3.08836 0.6 -0.7 -0.1
C -0.68136 2.65734 -2.52535 1.6 -2.1 0.4
C -2.22193 2.89324 -2.18287 0.6 0.2 0.7
C -3.25776 2.62963 -3.38577 -0.5 -0.7 0.5
C -2.61155 2.17290 -4.77139 -1.5 3.7 -1.9
O -2.76654 2.95671 -5.75850 1.1 -3.4 3.5
N -1.94281 0.85774 -4.81907 0.3 1.1 -1.8
C -0.73442 0.83834 -5.65993 3.9 -1.1 -2.7
C 0.16898 2.03331 -6.04187 0.7 -3.1 -1.3
C 1.43460 1.80750 -6.95502 -1.3 -3.0 0.5
C 1.86037 0.39531 -7.47481 -3.6 0.2 2.6
C 0.97370 -0.81794 -7.06110 -1.3 3.4 1.4
C -0.28714 -0.57771 -6.19691 1.6 2.0 -0.5
C -0.06707 1.24424 -2.24223 1.7 3.8 -1.1
C -0.90785 0.03074 -1.62375 0.5 -0.2 -0.9
C -0.03012 -1.05790 -0.84347 -0.9 0.4 1.0
F 0.78703 -1.89374 -1.68880 -1.1 1.2 1.0
C 1.48167 1.09977 -2.57611 -1.0 3.8 -1.0
C 2.27032 2.29140 -3.17190 -2.9 -1.2 1.2
C 1.62709 3.71858 -3.44844 0.3 -2.8 0.8
N 2.50737 4.70854 -4.01089 -6.2 1.8 1.3
C 1.75245 5.91081 -4.16657 1.0 -0.4 0.4
C 2.56132 7.16790 -4.80765 -1.7 -1.3 -0.4
C 1.90885 7.36701 -6.29949 0.0 0.1 0.2
C 3.00334 7.20212 -7.46230 -1.2 0.3 0.3
F 2.85311 5.89074 -8.06027 0.5 1.7 0.9
H 1.93944 9.17281 -2.43018 -1.4 1.3 0.1
H 1.34693 10.78280 -1.63154 -0.3 -1.5 -1.1
H 0.79093 10.38893 -3.35215 0.6 -0.8 1.4
H -0.15504 10.49188 0.23783 -0.9 -1.4 -1.2
H -2.33027 9.37075 1.38296 0.7 -0.6 -1.7
H -3.58553 7.37830 0.15374 1.6 0.7 -1.3
H -2.77142 6.52451 -2.28196 1.1 1.5 0.7
H 0.19093 8.38163 -4.45697 -1.1 -1.2 0.7
H -1.45727 7.41583 -4.57366 1.9 0.3 0.7
H -2.32233 3.97800 -1.79340 0.1 -1.7 -0.9
H -2.55055 2.22989 -1.29389 0.8 1.0 -1.5
H -3.92955 3.56390 -3.47275 1.3 -1.6 -0.5
H -3.96180 1.76847 -3.05533 1.2 1.3 -0.6
H -2.61726 0.22606 -5.30637 0.6 0.4 0.8
H -0.09248 3.08331 -5.69286 0.4 -1.6 -0.6
H 2.11483 2.67865 -7.28885 -1.5 -1.4 0.8
H 2.77549 0.18450 -8.11830 -1.4 0.7 1.0
H 1.21270 -1.90410 -7.36370 -0.3 2.1 0.4
H -0.93047 -1.49080 -5.89972 1.1 1.7 -0.5
H -1.45616 -0.48143 -2.50344 0.9 0.7 1.3
H -1.73880 0.36405 -0.89866 1.5 -0.3 -1.0
H -0.76899 -1.73113 -0.25783 1.3 0.8 -1.2
H 0.62483 -0.55948 -0.04088 -0.7 -0.8 -1.4
H 2.02282 0.11569 -2.38081 -0.9 1.6 -0.4
H 3.37999 2.08872 -3.41479 -2.1 0.7 0.4
H 3.68569 6.94375 -4.90055 -1.9 0.3 0.4
H 2.32677 8.07204 -4.15280 0.7 -1.2 -1.0
H 1.07704 6.58308 -6.47380 1.4 1.2 0.2
H 1.36366 8.38862 -6.34428 1.2 -1.5 -0.2
H 2.78251 7.96592 -8.29132 0.6 -1.2 1.2
H 4.04643 7.32167 -7.00214 -1.4 -0.4 -1.1
C -2.41077 -3.09942 4.07249 -0.1 0.0 -0.1
S -0.65354 -3.36406 3.75605 -0.1 0.1 0.0
O -0.04834 -2.03324 3.43691 -0.2 -0.3 -0.1
C -0.87950 -4.24395 2.19615 0.0 0.0 -0.1
H -2.51395 -2.52548 4.99438 0.1 -0.1 -0.1
H -2.85761 -2.54258 3.24630 0.2 0.0 0.0
H -2.90825 -4.06380 4.18932 0.1 0.0 0.1
H -1.42346 -3.61466 1.48896 0.0 0.0 0.1
H -1.43016 -5.16896 2.37590 0.1 0.0 0.1
H 0.10333 -4.48248 1.78715 0.0 0.0 0.1
C 0.24401 -4.92562 -3.06716 -0.1 0.1 -0.2
S -0.24038 -3.61374 -4.20699 0.1 -0.1 0.1
O -1.72741 -3.68322 -4.36923 0.2 0.0 -0.1
C 0.49994 -4.36565 -5.67306 -0.1 -0.1 -0.1
H -0.14937 -4.68547 -2.07932 0.0 0.1 -0.1
H -0.16722 -5.88039 -3.39847 0.0 0.1 0.0
H 1.33181 -4.98296 -3.01851 -0.1 0.0 0.0
H 0.07066 -5.35527 -5.84112 0.0 0.1 0.1
H 1.58010 -4.44291 -5.53627 -0.1 0.1 0.1
H 0.28913 -3.72849 -6.53290 -0.1 0.0 0.1
C -0.87902 -6.96560 7.80687 0.2 -0.1 -0.1
S -2.13620 -5.73455 7.39824 -0.1 0.1 0.0
O -2.45693 -5.88579 5.94294 0.3 0.1 0.2
C -1.04855 -4.30242 7.56760 0.3 0.0 -0.2
H -1.32702 -7.95700 7.72811 -0.1 0.1 0.0
H -0.04218 -6.88935 7.10974 -0.1 0.0 0.0
H -0.53217 -6.80551 8.82925 -0.1 0.0 0.0
H -0.20037 -4.39481 6.88545 -0.1 -0.2 -0.1
H -0.69621 -4.23367 8.59732 -0.2 0.0 0.0
H -1.61536 -3.40549 7.32005 0.0 -0.2 0.1
C 2.96941 -7.92770 0.49627 -0.2 0.2 -0.1
S 1.71429 -6.69656 0.08865 0.2 -0.1 0.0
O 1.39321 -6.84572 -1.36510 0.3 -0.1 0.3
C 2.80103 -5.26395 0.25875 0.0 0.1 -0.1
H 2.52181 -8.91826 0.41705 0.0 0.2 0.0
H 3.80495 -7.85179 -0.19974 -0.1 0.0 0.0
H 3.31681 -7.76895 1.51877 -0.1 0.0 0.0
H 3.64824 -5.35649 -0.42343 -0.1 -0.1 0.0
H 3.15420 -5.19533 1.28927 -0.1 0.0 0.0
H 2.23241 -4.36583 0.01096 0.0 -0.1 0.0
C -4.91925 -1.58889 9.96431 -0.1 0.0 0.0
S -3.40268 -1.95613 9.05599 0.2 0.0 0.4
O -3.01639 -3.36561 9.37834 -0.3 0.4 0.2
C -2.34082 -0.86684 10.02597 -0.1 -0.1 0.0
H -5.72624 -2.19473 9.55003 0.1 0.0 0.0
H -4.78846 -1.83207 11.02032 0.1 0.0 -0.1
H -5.16493 -0.53164 9.84961 0.1 0.0 0.0
H -2.37336 -1.15559 11.07829 -0.1 -0.1 -0.1
H -2.67438 0.16616 9.90949 0.1 -0.2 0.0
H -1.31857 -0.95998 9.65629 -0.1 -0.1 -0.1
C -3.51677 4.60123 9.92804 -0.1 0.0 0.1
S -2.06215 3.53751 9.81458 0.0 0.0 0.0
O -2.48042 2.16078 10.22396 0.0 0.6 0.1
C -1.18662 4.27436 11.21118 0.0 0.0 0.1
H -4.23041 4.29433 9.16245 0.1 0.0 0.0
H -3.97590 4.50028 10.91323 0.1 -0.1 0.0
H -3.22370 5.63809 9.75438 0.0 -0.1 0.0
H -1.79311 4.19392 12.11516 0.0 0.0 -0.1
H -0.97244 5.32234 10.99436 0.0 -0.1 -0.1
H -0.24889 3.73605 11.35469 -0.1 0.0 -0.1
C 4.71190 -10.11927 -2.99551 0.0 0.1 0.0
S 4.59172 -10.97840 -1.41190 0.1 0.1 0.1
O 4.79047 -9.96108 -0.33420 0.2 -0.4 -0.4
C 6.13798 -11.89555 -1.58252 0.1 0.0 0.0
H 3.85621 -9.44931 -3.09149 0.0 -0.1 0.1
H 5.63458 -9.53713 -3.03409 0.0 -0.1 0.1
H 4.69323 -10.84844 -3.80743 0.0 0.0 0.1
H 6.97043 -11.20118 -1.71043 -0.1 0.0 0.0
H 6.07133 -12.56474 -2.44220 -0.1 0.0 0.0
H 6.29280 -12.48429 -0.67745 -0.1 0.1 0.0
```
Forces are in eV/Å.

Values from the calculation:
E_tot	-5472.85101	Ha
LUMO	-0.52	eV

Löwdin atomic charge list, values in e, 2 entries: -0.095 -0.169


No. 2
This record from the OMol25 dataset describes a cluster of 9 separate species, C41H52N11S in total. The level of theory is ωB97M-V/def2-TZVPD.

```
105
Properties=species:S:1:pos:R:3:forces:R:3
C 5.11992 0.53866 3.53547 0.0 -0.1 -0.2
C 4.10902 -0.47826 3.01270 -0.3 0.6 -0.1
C 3.78230 -0.22089 1.50550 -0.1 0.0 0.4
C 3.75632 -1.51706 0.68943 0.5 -0.1 0.0
C 2.50353 0.56601 1.40917 -0.4 -0.3 0.0
C 2.49287 1.85553 0.91135 0.7 0.2 -0.2
N 1.40027 2.60559 0.83827 0.0 -0.5 0.2
N 0.20386 2.19818 1.22714 0.3 0.3 -0.3
C 0.15160 0.97324 1.66989 -0.6 -0.4 0.3
C 1.24497 0.08624 1.79488 0.8 0.2 -0.4
N 1.10452 -1.21006 2.24266 -0.7 0.2 0.3
C 0.04340 -1.67547 2.65613 0.4 0.3 -0.4
S -1.30974 -2.23845 3.09903 0.0 -0.2 0.2
H 6.01706 0.50939 2.91488 0.2 0.0 0.2
H 4.72738 1.55796 3.48268 -0.1 0.0 0.0
H 5.38604 0.34990 4.57350 0.1 0.0 0.0
H 3.18784 -0.35247 3.58654 0.0 -0.3 0.1
H 4.43201 -1.50713 3.15933 0.2 0.0 -0.1
H 4.57217 0.43273 1.12830 0.0 -0.1 -0.2
H 3.30644 -1.40719 -0.29668 -0.1 0.0 0.0
H 4.79209 -1.82354 0.53057 0.0 0.0 0.0
H 3.28738 -2.32513 1.24574 -0.2 0.0 -0.1
H 3.41425 2.29969 0.55283 -0.1 0.1 0.0
H 1.46127 3.55279 0.47681 -0.2 0.0 0.0
H -0.83730 0.63403 1.95692 0.0 0.1 0.0
N -2.23535 -1.83239 -1.53446 0.0 0.1 0.0
C -1.24282 -1.58889 -0.63157 0.0 0.1 0.0
C -0.14078 -1.14829 -1.32050 0.0 0.0 0.0
C -0.48241 -1.12956 -2.69827 0.0 0.1 0.0
C -1.78205 -1.55186 -2.79518 -0.1 -0.1 -0.1
H -3.15775 -2.16526 -1.30848 0.0 -0.1 0.0
H -1.40414 -1.74554 0.41943 0.0 -0.1 0.0
H 0.80961 -0.87947 -0.88739 0.0 0.0 0.0
H 0.14899 -0.83846 -3.52093 0.0 0.0 0.0
H -2.42293 -1.67706 -3.65306 0.0 0.0 0.0
N -0.94769 5.26770 -0.78562 0.1 0.0 0.1
C 0.17391 5.51415 -1.53650 -0.1 -0.1 0.1
C 0.04014 6.75601 -2.09372 0.1 0.1 0.0
C -1.20702 7.28211 -1.66147 0.0 0.0 0.0
C -1.78993 6.34164 -0.85573 0.0 -0.1 0.0
H -1.13422 4.42796 -0.26835 -0.1 0.0 -0.1
H 0.96737 4.78846 -1.61871 0.0 0.0 -0.1
H 0.75440 7.23523 -2.74324 0.0 0.0 0.0
H -1.62689 8.24138 -1.91597 0.0 0.0 0.0
H -2.73001 6.34444 -0.33166 0.0 0.0 0.0
N 8.29128 -0.42834 6.33220 0.0 0.0 0.0
C 8.50816 -0.97970 5.09763 -0.1 0.0 0.0
C 9.53461 -0.29366 4.50588 0.0 0.0 0.0
C 9.95467 0.71072 5.42011 0.0 0.0 0.0
C 9.17086 0.60031 6.53657 0.0 0.0 0.0
H 7.59744 -0.73284 6.98925 0.0 0.0 0.0
H 7.91931 -1.81163 4.74986 0.0 0.0 0.0
H 9.94334 -0.49092 3.52896 0.0 0.0 0.0
H 10.74531 1.42734 5.27534 0.0 0.0 0.0
H 9.16593 1.16052 7.45564 0.0 0.0 0.0
N -3.16976 -4.14811 5.38207 0.0 0.0 0.0
C -2.91835 -5.40354 5.87427 0.0 0.0 0.0
C -3.76273 -5.61241 6.92934 0.0 0.0 0.0
C -4.55479 -4.44023 7.08171 0.0 0.0 0.0
C -4.16669 -3.55527 6.11472 0.0 0.0 -0.1
H -2.70216 -3.73378 4.59691 -0.1 -0.1 0.2
H -2.16705 -6.03482 5.43109 0.0 0.0 0.0
H -3.80982 -6.50591 7.52857 0.0 0.0 0.0
H -5.32109 -4.26953 7.81868 0.0 0.0 0.0
H -4.51265 -2.56199 5.88431 0.0 0.0 0.0
N -2.74043 1.77765 -3.48152 0.0 0.0 0.1
C -1.91969 2.27575 -4.45671 0.0 0.0 0.0
C -2.18655 3.61254 -4.58952 0.1 0.0 0.0
C -3.20738 3.93451 -3.65446 0.0 0.0 0.0
C -3.52659 2.78265 -2.98514 0.0 0.0 0.0
H -2.76058 0.82077 -3.17861 0.1 0.0 0.0
H -1.22175 1.63890 -4.97323 0.0 0.0 0.0
H -1.70777 4.28549 -5.28203 0.0 0.0 0.0
H -3.65655 4.90084 -3.49550 0.0 0.0 0.0
H -4.24455 2.59291 -2.20515 0.0 0.0 0.0
N -4.76574 -6.41580 1.58594 0.0 0.0 0.0
C -4.52648 -6.49002 0.24193 -0.1 0.0 0.0
C -3.64656 -5.49461 -0.08308 0.1 0.1 -0.1
C -3.34284 -4.79374 1.11787 0.0 0.0 0.0
C -4.05228 -5.38938 2.13093 0.1 0.1 -0.1
H -5.37789 -7.02514 2.09785 0.0 0.0 0.0
H -4.99895 -7.24137 -0.36668 0.0 0.0 0.0
H -3.26122 -5.29347 -1.07003 0.0 0.0 0.0
H -2.67642 -3.95115 1.21687 0.0 0.0 0.0
H -4.10235 -5.16682 3.17985 -0.1 0.0 0.1
N -2.14154 -4.88719 -3.88431 0.0 0.0 0.1
C -2.88980 -4.64039 -5.00494 0.0 0.0 0.1
C -3.40155 -5.83320 -5.43833 0.0 0.0 0.0
C -2.94525 -6.84029 -4.54476 0.0 0.0 0.0
C -2.17166 -6.22592 -3.59753 0.0 0.0 0.0
H -1.64269 -4.19426 -3.35510 0.0 0.0 -0.1
H -2.99279 -3.64293 -5.39759 0.0 0.0 0.0
H -4.03153 -5.97107 -6.30079 0.0 0.0 0.0
H -3.16030 -7.89432 -4.59457 0.0 0.0 0.0
H -1.64161 -6.62331 -2.74854 0.0 0.0 0.0
N -1.03792 7.63501 -5.17462 -0.1 0.0 0.0
C -1.72649 8.67773 -5.73075 0.0 0.0 0.0
C -1.10518 9.01418 -6.90394 0.0 0.0 0.0
C 0.00107 8.13660 -7.06335 0.0 0.0 0.0
C 0.01410 7.29710 -5.98120 0.0 0.0 0.0
H -1.26796 7.18373 -4.30608 0.0 0.0 0.0
H -2.59563 9.08983 -5.24710 0.0 0.0 0.0
H -1.40912 9.80042 -7.57422 0.0 0.0 0.0
H 0.70432 8.12362 -7.87906 0.0 0.0 0.0
H 0.67836 6.49136 -5.71757 0.0 0.0 0.0
```
Forces are in eV/Å.

Values from the calculation:
charge	+1
E_tot	-2593.67110	Ha
LUMO	-5.16	eV

Löwdin atomic charge list, values in e, 2 entries: -0.086 -0.198


No. 3
This record from the OMol25 dataset describes a cluster of 2 separate species, C6H14NO in total in a non-equilibrium geometry. The level of theory is ωB97M-V/def2-TZVPD.

```
22
Properties=species:S:1:pos:R:3:forces:R:3
C -0.57756 0.32475 -0.91853 0.5 0.2 1.9
C -1.29294 -0.44125 0.21702 1.4 0.5 -1.7
C 0.42936 1.23025 -0.34505 1.2 0.9 -0.2
C -2.57264 -0.93752 -0.42140 0.6 -0.7 2.1
C -0.12768 2.65552 -0.28226 5.4 -1.4 2.3
C -0.80164 -0.55656 1.47113 1.3 1.3 -2.0
N 2.97288 -1.31132 0.53621 1.9 -1.1 -0.4
O 1.57666 0.84204 -0.02889 -1.9 0.8 -0.3
H -0.01760 -0.25061 -1.58067 0.6 -1.8 -1.2
H -1.29298 0.86581 -1.50477 -0.4 0.3 -0.1
H -2.97770 -0.32195 -1.16329 -0.1 1.3 -1.1
H -3.24266 -0.85462 0.39320 -1.4 -0.9 0.6
H -2.50949 -1.91127 -0.89602 0.1 -0.4 0.5
H -0.91284 2.54743 0.36842 -2.1 0.4 1.7
H -0.43832 2.83466 -1.22213 -1.2 1.1 -3.2
H 0.70170 3.31622 0.06086 -1.1 -0.1 -0.2
H -1.45512 -1.01948 2.14310 -0.4 -0.7 1.4
H 0.23620 -0.11442 1.78867 -2.4 -0.9 -0.5
H 2.62920 -2.06095 1.12704 -0.5 -0.4 -0.5
H 2.28143 -0.66348 0.17002 -1.3 1.6 0.5
H 3.71029 -0.88770 1.09475 -0.1 0.7 -0.1
H 3.42156 -1.61666 -0.33836 0.0 -0.7 0.5
```
Forces are in eV/Å.

Values from the calculation:
charge	+1
E_tot	-366.71041	Ha
LUMO	-3.52	eV

Löwdin atomic charge list, values in e, 2 entries: -0.118 -0.291


No. 4
This record from the OMol25 dataset describes a cluster of 4 separate species, C23H25BN3O8S in total in a non-equilibrium geometry. The level of theory is ωB97M-V/def2-TZVPD.

```
61
Properties=species:S:1:pos:R:3:forces:R:3
C 4.99073 -1.04387 2.14711 -0.1 -0.1 -0.1
C 3.67547 -0.77451 2.36872 0.2 -0.2 -0.2
C 2.62098 -1.84480 2.29486 -0.2 1.0 -1.8
C 1.18980 -1.35294 2.24934 -0.5 -0.2 0.3
C 0.55616 -0.96997 0.91836 0.3 -0.2 1.1
O -0.74137 -0.63078 1.35535 0.2 0.0 0.1
B -0.50878 0.03974 2.69669 -0.2 0.5 -0.7
S -1.79216 -0.59391 4.04012 -0.2 0.0 0.2
O 0.91096 -0.19801 3.01562 -0.1 -0.1 0.1
H 5.36161 -1.44554 1.20517 -0.4 -1.7 0.5
H 5.73502 -0.93187 2.92477 0.4 1.8 -0.5
H 3.34023 0.23268 2.60874 0.1 -0.4 1.8
H 2.78028 -2.49923 3.15005 0.0 0.1 0.1
H 2.81414 -2.45321 1.39659 -0.1 -0.2 0.1
H 0.52245 -2.13687 2.64991 0.3 -0.4 -0.2
H 0.60693 -1.81593 0.22771 -0.4 0.3 -0.4
H 1.07036 -0.05631 0.58548 0.2 -0.3 -0.6
H -0.78809 1.23314 2.60841 0.3 0.0 0.3
H -2.17169 -1.79455 3.58432 0.2 -0.1 -0.1
C -3.28044 1.48755 0.64735 0.0 0.1 0.0
C -4.20549 2.45805 0.28034 0.0 -0.1 0.0
C -5.08260 2.22744 -0.76622 0.0 0.1 0.0
C -5.01378 1.01249 -1.42736 0.0 0.0 0.0
C -4.09563 0.03353 -1.08131 0.1 -0.1 0.0
C -3.22135 0.27805 -0.03401 -0.1 0.0 0.0
N -5.95549 0.75731 -2.52040 -0.1 0.0 -0.1
O -6.74464 1.63462 -2.82170 0.0 0.0 0.0
O -5.91378 -0.32625 -3.08132 0.1 0.0 0.2
H -2.59495 1.65734 1.46898 0.0 0.0 0.0
H -4.24631 3.39821 0.81440 0.0 0.0 0.0
H -5.80656 2.97148 -1.06192 0.0 0.0 -0.1
H -4.06553 -0.90256 -1.61867 -0.1 0.0 0.0
H -2.48229 -0.44886 0.28451 0.0 0.0 -0.1
C -7.67044 -0.92796 -6.97448 0.0 0.0 0.0
C -7.33508 -1.31599 -8.26574 0.0 0.0 0.1
C -6.15282 -1.99782 -8.50010 -0.1 0.0 -0.1
C -5.32892 -2.27912 -7.42544 0.0 0.0 0.0
C -5.63994 -1.89679 -6.13367 0.0 0.0 0.1
C -6.82546 -1.21332 -5.90995 -0.1 0.0 -0.2
N -4.07904 -3.02338 -7.67152 0.0 0.0 0.0
O -3.82165 -3.32972 -8.82126 0.0 0.0 0.0
O -3.38163 -3.29063 -6.71519 0.0 0.0 0.0
H -8.59709 -0.39842 -6.79491 0.0 0.0 0.0
H -7.99547 -1.08964 -9.09214 0.0 0.0 0.0
H -5.87528 -2.30730 -9.49614 0.1 0.0 0.0
H -4.97394 -2.12581 -5.31511 0.0 0.0 0.0
H -7.08225 -0.90691 -4.90805 0.0 0.0 0.0
C 8.41478 2.72939 6.83992 0.0 0.0 0.0
C 9.56595 2.77067 6.06378 -0.1 0.0 0.0
C 9.54822 2.28290 4.76679 0.1 0.1 0.0
C 8.36696 1.76373 4.27302 0.0 0.0 0.0
C 7.21021 1.70699 5.02769 -0.1 0.0 0.1
C 7.24117 2.19595 6.32421 0.1 0.0 0.0
N 8.32833 1.25799 2.88539 0.0 0.0 0.1
O 9.35958 1.29514 2.24015 0.0 0.0 0.0
O 7.26430 0.83696 2.48698 0.3 0.2 -0.1
H 8.43218 3.11578 7.85059 0.0 0.0 0.0
H 10.47948 3.18562 6.46768 0.0 0.0 0.0
H 10.43321 2.30646 4.14893 0.0 0.0 -0.1
H 6.30487 1.29145 4.60946 0.0 0.0 -0.1
H 6.34560 2.16207 6.92914 0.0 0.0 0.0
```
Forces are in eV/Å.

Values from the calculation:
charge	-1
E_tot	-2080.42407	Ha
LUMO	1.07	eV

Löwdin atomic charge list, values in e, 2 entries: -0.038 -0.147


Looking at HOMO-LUMO gap for the records above, in order, we have 0.2663, 0.1573, 0.3511, 0.2130 Ha.